Computed, not measured: a 9-piece molecular cluster, C35H52N2O13 overall in a non-equilibrium geometry, with the ωB97M-V functional and the def2-TZVPD basis.

Net charge: -1
Gap between HOMO and LUMO (spin up / spin down) (hartree): 0.0575 / 0.2911
M (g mol⁻¹): 708.8
2S+1: 2
E_LUMO (spin up / spin down) (hartree): 0.0757 / 0.0772

```
102
Properties=species:S:1:pos:R:3:forces:R:3:lowdin_spin:R:1
O 2.54839 -0.04442 3.75091 -1.6 -3.0 1.9 0.006
C 1.84060 -0.93064 4.26734 1.5 1.5 -1.5 0.024
O 2.32294 -2.02266 5.00460 1.9 2.7 -1.5 0.009
C 1.30262 -2.79293 5.48557 -2.2 -1.6 0.2 0.040
C 0.06389 -1.99709 5.25987 -2.1 1.6 1.3 0.081
C 0.33454 -1.09226 4.10151 1.3 -0.4 -0.5 0.047
H 1.41491 -3.05804 6.53686 0.4 0.1 0.0 0.005
H 1.15149 -3.71383 4.92236 0.7 -0.3 -0.2 0.019
H -0.04950 -1.27345 6.06708 -0.1 -0.2 0.6 0.013
H -0.88620 -2.53063 5.23215 0.2 -0.3 -0.2 0.039
H -0.16500 -0.12500 4.04691 -0.1 -0.2 0.2 0.019
H 0.20693 -1.62833 3.16106 -0.1 0.0 -0.3 0.018
O -4.43212 2.21826 -0.03221 -0.2 -0.3 -2.1 0.004
C -4.44409 2.90233 0.92969 -0.1 -0.9 1.0 0.008
O -5.02678 4.11359 1.01189 -0.9 -0.2 -1.0 0.003
C -4.85164 4.65041 2.30946 0.9 0.2 0.3 0.010
C -4.48663 3.45119 3.17658 -0.2 1.1 1.3 0.036
C -3.88602 2.48671 2.24498 1.0 -0.2 0.1 0.023
H -5.73957 5.13017 2.72117 -0.1 0.1 -0.6 0.002
H -4.04665 5.36518 2.13858 0.1 0.3 0.8 0.003
H -5.42845 3.10033 3.59845 0.2 -0.2 0.4 0.009
H -3.74405 3.72809 3.92491 -0.5 0.1 0.5 0.011
H -3.99126 1.43352 2.50540 -0.3 0.0 -0.4 0.015
H -2.81176 2.67033 2.22595 0.2 -0.1 -0.3 0.004
O -0.38673 0.93915 -5.26557 0.0 0.6 2.1 0.002
C -0.55414 1.42068 -4.13511 -2.4 -4.9 -3.6 0.003
O 0.07617 2.42853 -3.73478 2.6 3.7 0.7 0.001
C -0.49864 2.98590 -2.53148 1.0 -0.3 -0.4 0.003
C -1.77313 2.26588 -2.46879 -3.1 2.2 2.8 0.005
C -1.61893 0.97598 -3.08877 1.0 -1.6 -1.2 0.004
H -0.57975 4.07072 -2.59990 0.2 -0.1 -0.2 0.002
H 0.17581 2.68282 -1.73064 0.0 0.3 0.2 0.000
H -2.61849 2.74197 -2.96559 0.3 0.7 -0.3 0.002
H -2.08869 2.34490 -1.42847 -0.2 -0.7 0.2 0.000
H -2.52322 0.59359 -3.56221 0.2 0.1 -0.1 0.004
H -1.27468 0.17121 -2.43920 0.4 0.0 -0.1 0.001
O 5.09882 -2.09770 -1.09429 0.2 0.1 -0.6 0.003
C 4.31527 -2.14328 -2.00630 0.5 0.7 1.2 0.008
O 3.56466 -3.23479 -2.19379 0.5 -0.2 0.7 0.016
C 2.48747 -2.93924 -3.01683 -2.3 -0.7 -0.3 0.015
C 2.75253 -1.68521 -3.74969 1.7 1.3 -1.9 0.006
C 3.91128 -1.01682 -2.95933 -1.1 -0.9 0.6 0.005
H 1.55115 -2.68355 -2.52083 0.1 -0.8 1.1 0.003
H 2.27808 -3.84599 -3.58433 0.1 0.2 -0.4 0.005
H 1.89187 -1.01637 -3.75513 0.0 -0.2 -0.4 0.001
H 3.07340 -1.91533 -4.76566 -0.1 0.3 -0.2 0.003
H 3.38918 -0.26258 -2.37057 0.6 0.3 0.4 0.001
H 4.78103 -0.57903 -3.44919 -0.3 -0.2 -0.2 0.001
O -1.02998 -2.11615 -3.21857 -1.4 -2.2 -2.7 0.009
C -1.53824 -2.58304 -4.28419 3.5 0.4 5.3 0.008
O -2.09057 -1.75345 -5.07459 -1.9 1.6 -2.8 0.008
C -2.36195 -2.37614 -6.34605 0.1 -0.3 -1.1 0.018
C -2.42656 -3.84245 -6.05430 1.3 -1.5 0.5 0.024
C -1.49469 -4.00824 -4.83836 -0.8 1.0 1.2 0.031
H -1.56204 -2.18302 -7.06086 0.4 0.3 0.4 0.003
H -3.24941 -2.04157 -6.88324 -0.2 0.5 0.8 0.004
H -1.93476 -4.45871 -6.80693 -0.8 0.1 -0.6 0.006
H -3.42592 -4.17996 -5.77958 0.1 -0.1 -0.3 0.008
H -0.45347 -4.30968 -4.95281 0.0 0.2 -0.6 0.007
H -1.88690 -4.69366 -4.08706 -0.1 0.1 0.1 0.015
O 8.58585 -0.14255 2.58293 -4.8 1.3 -1.4 0.000
C 7.40190 0.14950 2.23561 3.8 -0.2 1.5 0.000
O 6.69595 1.18460 2.86864 4.0 -1.3 0.3 0.000
C 5.43596 1.29682 2.39854 -2.9 -0.8 -1.1 0.001
C 5.16799 0.06764 1.58327 -0.9 -1.6 -1.5 0.003
C 6.52580 -0.46521 1.13869 0.7 0.2 0.9 0.001
H 5.27936 2.13077 1.71436 0.1 0.7 0.7 0.000
H 4.71406 1.15813 3.20336 0.0 1.3 0.2 0.000
H 4.46236 0.25170 0.77316 0.2 0.2 -0.2 0.001
H 4.62055 -0.66029 2.18204 0.4 -0.2 0.2 0.003
H 6.92758 -0.18160 0.16595 -0.3 0.7 0.0 0.000
H 6.66569 -1.54509 1.08983 -0.3 0.0 0.5 0.000
N 0.69169 3.39361 1.55597 1.5 2.5 0.0 0.002
C 1.45688 2.81049 2.49795 0.7 -0.8 1.9 0.007
C 2.43260 3.69866 3.01272 -0.8 -0.6 -1.2 0.003
C 2.31298 4.83480 2.21575 -1.9 1.1 -1.0 0.001
C 1.20989 4.67443 1.37393 0.4 -0.2 0.0 0.004
H -0.04578 2.94840 1.02868 0.1 -0.3 0.2 0.001
H 1.21305 1.80124 2.79520 0.2 0.0 0.1 0.001
H 3.16008 3.72306 3.81058 -0.2 -1.1 0.0 0.000
H 2.81387 5.78811 2.29765 0.2 -0.1 0.1 0.000
H 0.78195 5.39828 0.69621 -0.1 -0.2 -0.1 0.002
N -5.13995 -1.29909 -0.14254 0.6 -0.6 0.4 0.004
C -5.37724 -1.36845 1.23293 -0.7 0.5 -1.3 0.021
C -4.68471 -2.41875 1.70691 0.4 -0.7 2.1 0.039
C -3.86613 -2.93849 0.74214 -0.2 0.0 -4.7 0.033
C -4.22590 -2.29251 -0.51035 0.1 -0.2 3.5 0.018
H -5.44180 -0.54298 -0.74027 0.1 -0.1 0.1 0.006
H -6.04300 -0.74013 1.80597 -0.1 0.2 -0.6 0.009
H -4.76053 -2.88931 2.67604 0.0 0.6 0.3 0.022
H -3.14802 -3.74292 0.80214 -0.2 -0.1 0.1 0.027
H -3.91570 -2.54301 -1.51406 0.0 0.5 0.0 0.006
C -1.08086 -1.05801 0.62871 -0.7 -0.7 1.0 0.029
C -0.33343 0.20461 0.50638 0.6 -1.8 -1.3 0.008
O -0.79680 1.25655 0.80088 -1.5 2.4 1.1 0.007
C 0.97326 0.16473 -0.19708 1.2 -0.1 0.8 0.007
H -1.34138 -1.28280 -0.40555 -0.3 -0.6 0.1 0.001
H -1.94503 -1.02424 1.29216 -0.5 0.9 -0.5 0.007
H -0.61664 -1.90122 1.14018 1.0 -0.2 -0.7 0.033
H 1.35769 1.18243 -0.26491 0.0 -0.1 -0.6 0.001
H 1.04855 -0.47063 -1.07955 -0.4 0.3 -0.2 0.001
H 1.65445 -0.30776 0.51062 0.3 -0.3 0.2 0.005
```
Forces are in eV/Å.


Computed, not measured: C35H52O2P4Y as an isolated structure in a non-equilibrium geometry, with the ωB97M-V functional and the def2-TZVPD basis.

Net charge: +3
Gap between HOMO and LUMO (hartree): 0.1702
M (g mol⁻¹): 717.6
2S+1: 1
E_LUMO (hartree): -0.3671

```
94
Properties=species:S:1:pos:R:3:forces:R:3:mulliken_charge:R:1
Y -0.03626 -0.07563 -0.56085 2.5 1.5 1.4 -0.464
P 2.20844 -0.00429 -2.31168 0.3 -0.6 -1.2 0.820
P -0.80351 2.25248 -1.96170 -0.5 1.5 -0.3 1.208
P 0.31628 -2.59606 0.61791 -0.1 -2.1 0.4 1.309
H -2.80473 -0.03508 -1.93846 0.7 0.2 0.1 0.462
C -2.43252 -0.66834 -1.12829 -1.9 0.0 2.0 -0.518
C -2.44480 -0.25041 0.18929 -2.6 -0.7 -1.9 -0.286
H -2.69347 0.77956 0.47023 0.3 0.0 -0.3 0.057
C 1.49830 -0.71417 -3.85209 -0.2 0.0 0.1 -0.657
C 3.11214 1.41718 -3.01708 0.0 0.1 0.5 -1.306
C 3.47657 -1.28110 -2.00275 0.0 0.2 0.5 -1.199
C -2.44600 2.89066 -1.43266 -0.3 -0.2 0.0 -1.097
C 0.22403 3.73101 -1.63634 0.4 -0.1 0.1 -0.906
C -0.94582 2.25654 -3.77889 -0.1 -0.2 -0.3 -1.291
C -1.08649 -3.31312 1.57044 -0.1 0.3 0.1 -1.357
C 1.77622 -2.98127 1.62136 0.1 0.5 0.3 -1.281
C 0.43606 -3.88586 -0.65474 -0.1 0.1 -0.2 -0.914
H -2.35540 -1.73128 -1.38283 0.1 0.1 0.2 0.315
H -2.60354 -0.95242 1.01223 1.0 -0.1 -0.3 0.456
H 2.33963 -0.93336 -4.52089 -0.2 0.1 -0.1 0.474
H 0.80487 0.00085 -4.32026 0.2 -0.5 0.0 0.398
H 1.01426 -1.68162 -3.63983 0.4 0.6 -0.1 -0.436
H 3.89149 1.04328 -3.69797 -0.3 0.1 0.2 0.478
H 3.58058 1.96989 -2.18847 -0.1 0.0 -0.5 0.406
H 2.40454 2.05618 -3.56955 0.4 -0.1 0.2 0.342
H 4.21113 -1.27234 -2.82019 -0.2 -0.1 0.2 0.484
H 2.98737 -2.26746 -1.93837 0.3 0.3 0.0 0.331
H 3.97411 -1.03901 -1.05402 0.1 -0.3 -0.3 0.364
H -2.80806 3.60253 -2.18593 0.1 -0.2 0.2 0.507
H -2.40927 3.40510 -0.46213 0.2 -0.2 -0.2 0.059
H -3.17162 2.07399 -1.34700 0.0 0.2 -0.1 0.415
H -0.09051 4.57616 -2.25908 0.0 -0.2 0.0 0.502
H 1.27065 3.50360 -1.85546 0.0 0.1 0.0 0.231
H 0.14884 4.03117 -0.58571 0.0 -0.2 -0.2 -0.015
H -1.22212 3.24711 -4.15322 0.0 -0.1 0.2 0.491
H -1.71199 1.54558 -4.10232 0.0 0.1 0.0 0.402
H -0.01131 1.96275 -4.26250 0.0 0.1 0.1 0.298
H -1.00607 -4.40910 1.53328 0.0 0.4 0.0 0.540
H -2.03346 -3.01074 1.09762 0.2 -0.3 0.3 0.343
H -1.06310 -2.98311 2.61946 -0.1 -0.1 -0.4 0.218
H 1.81455 -4.04828 1.86135 -0.1 0.2 -0.1 0.463
H 1.71977 -2.39552 2.54321 0.3 -0.1 0.0 0.315
H 2.67321 -2.71357 1.05280 0.0 0.0 0.2 0.374
H 0.45344 -4.89437 -0.23108 0.2 0.2 0.2 0.546
H 1.33144 -3.73517 -1.26725 -0.2 -0.1 0.0 0.285
H -0.43431 -3.80823 -1.30743 0.4 -0.1 0.3 -0.155
C -0.83954 -4.48948 -3.92130 -0.1 -0.9 -0.7 0.764
C -0.45116 -4.64580 -5.26191 -0.7 -0.2 0.7 -0.447
C -1.07257 -5.68877 -5.98548 -0.2 -0.1 0.2 -0.512
C -2.02289 -6.55640 -5.38531 0.3 0.4 -0.1 -0.509
C -2.28396 -6.44102 -4.01320 0.7 0.1 0.1 -0.519
C -1.61354 -5.45300 -3.26666 -0.2 0.3 -0.3 -0.436
O -0.43077 -3.40802 -3.14290 0.4 1.6 -0.9 -0.246
H -0.18534 -2.61356 -3.67811 -0.7 -1.7 0.0 0.245
H 0.33812 -3.97006 -5.63303 -0.7 -0.5 -0.3 0.352
H -0.83098 -5.83074 -7.04151 0.0 0.1 0.4 0.378
H -2.52280 -7.35318 -5.97407 0.5 0.8 0.4 0.371
H -2.96532 -7.13423 -3.50367 0.4 0.3 -0.3 0.373
H -1.65528 -5.39421 -2.17427 -0.5 -0.1 -0.4 0.296
O 0.36649 1.12177 1.17393 -0.4 -0.9 -1.0 0.991
P 0.19945 1.78706 2.57563 1.0 0.6 0.1 1.751
C -1.12727 2.96945 2.45894 -0.6 0.0 0.0 0.545
C -0.86529 4.22028 1.87450 0.0 0.0 0.0 -0.820
C -1.89049 5.14898 1.70848 0.1 -0.1 0.0 -0.846
C -3.18718 4.83872 2.12373 0.1 -0.1 0.0 -0.642
C -3.45620 3.59067 2.69106 -0.1 0.0 0.0 -0.770
C -2.43072 2.65737 2.86707 -0.1 0.1 -0.1 -0.347
C 0.00620 0.51800 3.81721 -0.1 -0.4 0.3 0.550
C 0.93437 0.37828 4.86577 -0.1 0.2 0.0 -0.627
C 0.75879 -0.60314 5.84444 -0.1 0.1 -0.1 -0.761
C -0.31767 -1.48850 5.76282 0.1 0.1 -0.3 -0.774
C -1.20915 -1.39863 4.68645 -0.1 0.2 0.0 -1.087
C -1.05999 -0.39225 3.73251 0.0 -0.1 0.1 -0.115
C 1.66350 2.74778 2.93645 0.2 0.1 0.3 -0.020
C 2.84768 2.66506 2.18676 -0.3 0.0 0.3 -0.459
C 3.94503 3.44423 2.56409 -0.2 -0.2 -0.1 -0.538
C 3.87279 4.28207 3.68283 -0.1 -0.2 -0.3 -0.601
C 2.69472 4.35616 4.43326 0.1 -0.2 -0.1 -0.768
C 1.59094 3.59050 4.06271 0.2 0.1 0.0 -0.307
H 0.15539 4.47647 1.58420 -0.3 0.0 0.1 0.638
H -1.66713 6.12408 1.27270 -0.1 -0.3 0.2 0.456
H -3.97976 5.58091 2.02452 0.2 -0.2 0.0 0.446
H -4.47148 3.35006 3.01189 0.3 0.1 0.0 0.492
H -2.63875 1.69995 3.34695 0.0 0.3 -0.1 0.481
H 1.78379 1.05978 4.92616 -0.2 -0.2 0.1 0.354
H 1.44694 -0.64694 6.69119 -0.2 -0.1 -0.3 0.473
H -0.46682 -2.24943 6.52783 0.1 0.2 -0.2 0.450
H -2.05782 -2.08408 4.61580 0.3 0.2 0.1 0.568
H -1.78506 -0.29689 2.92050 0.2 -0.1 0.3 0.119
H 2.89528 1.97529 1.33871 0.1 0.3 0.2 0.260
H 4.85732 3.37472 1.97203 -0.2 0.1 0.3 0.439
H 4.74761 4.87106 3.95728 -0.3 -0.1 0.0 0.427
H 2.64291 5.00085 5.30967 0.0 -0.2 -0.2 0.451
H 0.68405 3.64406 4.67124 0.2 0.0 -0.3 0.470
```
Forces are in eV/Å.